No. 1
Formula: C53H55Cl3GeN8O5SW
Source: the OMol25 dataset
Level of theory: the ωB97M-V functional and the def2-TZVPD basis

Output
Energy above the lowest of the compared OMol25 structures with the same formula, charge and spin   0.0 kJ/mol
LUMO level (spin up / spin down)   -0.0038 / -0.0037 hartree
Energy   -184757.87219 eV
Frontier orbital gap (spin up / spin down)   5.0 / 5.0 eV

The geometry in XYZ format:
```
127
Properties=species:S:1:pos:R:3:lowdin_charge:R:1
W -0.19 1.07 0.11 1.60
C -1.20 2.73 3.88 0.00
C -1.21 2.10 2.51 -0.48
O 0.05 1.76 1.99 -0.29
C -2.31 1.18 2.05 -0.24
C -2.21 2.55 1.43 -0.40
C -3.22 3.63 1.65 -0.02
N -1.53 2.47 0.17 -0.21
N -1.63 3.52 -0.72 0.10
C -0.67 3.40 -1.58 -0.44
O 0.20 2.40 -1.50 -0.23
C -0.52 4.38 -2.67 -0.15
C 0.64 4.40 -3.44 -0.04
C 0.80 5.32 -4.46 -0.10
C -0.21 6.23 -4.74 -0.10
C -1.37 6.22 -3.98 -0.09
C -1.53 5.30 -2.95 -0.03
H -0.19 2.71 4.28 0.07
H -1.87 2.21 4.57 0.08
H -1.51 3.78 3.85 0.07
H -3.14 1.01 2.75 0.13
H -3.73 3.48 2.61 0.08
H -3.98 3.62 0.86 0.07
H -2.76 4.62 1.65 0.08
H 1.42 3.69 -3.22 0.09
H 1.71 5.33 -5.05 0.10
H -0.09 6.95 -5.54 0.10
H -2.17 6.93 -4.19 0.10
H -2.43 5.28 -2.35 0.11
N -0.94 0.06 -1.98 0.02
C 0.28 -0.54 -2.51 -0.29
C 0.12 -1.12 -3.91 -0.13
C 1.33 -1.81 -4.55 -0.18
C 2.62 -0.98 -4.59 -0.15
N 3.23 -0.73 -3.29 0.11
C 3.73 -1.67 -2.49 -0.43
N 4.13 -2.84 -2.99 0.22
N 3.96 -1.38 -1.21 0.24
C 0.78 -1.51 -1.42 -0.63
O 1.25 -2.61 -1.72 0.00
O 0.70 -1.03 -0.24 -0.15
H -1.67 -0.65 -1.94 0.07
H -1.27 0.81 -2.58 0.10
H 0.98 0.30 -2.53 0.11
H -0.18 -0.29 -4.56 0.12
H -0.71 -1.83 -3.91 0.12
H 1.08 -2.06 -5.58 0.12
H 1.51 -2.75 -4.02 0.09
H 2.42 0.00 -5.03 0.13
H 3.36 -1.45 -5.24 0.12
H 2.99 0.13 -2.82 0.13
H 3.79 -3.11 -3.90 0.11
H 4.27 -3.60 -2.34 0.01
H 3.34 -0.70 -0.79 0.10
H 4.13 -2.16 -0.60 0.04
C -1.80 0.06 1.16 -0.38
Ge -3.28 -0.87 0.32 0.98
C -4.44 0.16 -0.89 -0.26
C -5.70 -0.35 -1.21 -0.13
C -6.55 0.31 -2.07 -0.09
C -6.16 1.52 -2.64 -0.10
C -4.92 2.06 -2.32 -0.08
C -4.07 1.38 -1.46 -0.10
C -2.65 -2.42 -0.70 -0.28
C -3.28 -2.83 -1.88 -0.11
C -2.86 -3.97 -2.56 -0.09
C -1.79 -4.71 -2.07 -0.09
C -1.15 -4.31 -0.91 -0.09
C -1.57 -3.18 -0.23 -0.12
C -4.49 -1.55 1.72 -0.26
C -4.24 -2.77 2.33 -0.10
C -5.01 -3.22 3.40 -0.10
C -6.06 -2.43 3.87 -0.10
C -6.32 -1.21 3.27 -0.09
C -5.54 -0.77 2.21 -0.12
H -1.32 -0.72 1.77 0.05
H -6.02 -1.29 -0.76 0.10
H -7.52 -0.11 -2.31 0.10
H -6.83 2.05 -3.31 0.10
H -4.62 3.01 -2.74 0.10
H -3.12 1.83 -1.20 0.06
H -4.11 -2.26 -2.27 0.09
H -3.36 -4.27 -3.47 0.10
H -1.46 -5.60 -2.60 0.10
H -0.30 -4.87 -0.54 0.10
H -1.03 -2.86 0.65 0.10
H -3.44 -3.41 1.97 0.09
H -4.81 -4.18 3.85 0.10
H -6.66 -2.77 4.70 0.10
H -7.13 -0.59 3.64 0.10
H -5.76 0.19 1.75 0.10
Cl 5.55 -4.84 -1.05 0.76
C 5.43 -3.56 0.12 -0.67
C 4.24 -3.37 0.81 -0.11
C 4.14 -2.30 1.69 0.01
C 5.21 -1.43 1.91 -0.15
C 5.06 -0.28 2.88 -0.29
C 5.03 1.10 2.22 -0.06
N 4.01 1.22 1.19 -0.04
C 4.16 1.83 -0.03 -0.04
C 2.92 1.86 -0.60 -0.11
N 2.02 1.29 0.26 -0.07
C 2.69 0.94 1.34 -0.12
O 3.86 -0.51 3.59 -0.14
C 3.79 0.04 4.90 -0.14
C 2.50 -0.44 5.49 -0.31
C 2.37 -1.20 6.60 -0.98
Cl 3.64 -1.75 7.63 0.65
S 0.75 -1.62 6.95 1.01
C 0.20 -0.78 5.56 -0.39
C 1.23 -0.20 4.88 -0.12
C 6.39 -1.68 1.22 -0.56
Cl 7.80 -0.69 1.48 0.74
C 6.52 -2.73 0.33 -0.12
H 3.40 -4.02 0.64 0.13
H 3.22 -2.13 2.22 0.14
H 5.91 -0.29 3.57 0.15
H 5.99 1.32 1.76 0.10
H 4.85 1.85 2.99 0.14
H 5.12 2.18 -0.38 0.12
H 2.59 2.31 -1.53 0.09
H 2.25 0.50 2.21 0.12
H 3.80 1.13 4.86 0.14
H 4.64 -0.30 5.50 0.11
H -0.85 -0.75 5.32 0.07
H 1.09 0.37 3.97 0.10
H 7.45 -2.90 -0.20 0.11
```



No. 2
Formula: C8H22B2O27
Source: the OMol25 dataset
Level of theory: the ωB97M-V functional and the def2-TZVPD basis

Output
Energy above the lowest of the compared OMol25 structures with the same formula, charge and spin   18.7 kJ/mol
Total charge   -2
LUMO level   0.1491 hartree
Energy   -65305.08425 eV
Frontier orbital gap   9.7 eV

The geometry in XYZ format:
```
59
Properties=species:S:1:pos:R:3:lowdin_charge:R:1
O -30.36 -12.62 4.46 0.16
C -30.11 -12.10 5.51 -0.37
O -30.74 -12.26 6.65 0.24
B -30.11 -11.43 7.71 -0.88
O -29.03 -10.71 7.03 0.24
C -28.94 -11.12 5.77 -0.33
O -28.09 -10.79 4.99 0.14
O -29.58 -12.32 8.76 0.23
C -30.19 -12.06 9.91 -0.35
O -29.94 -12.55 10.97 0.15
C -31.15 -10.89 9.66 -0.36
O -31.09 -10.56 8.37 0.22
O -31.79 -10.32 10.50 0.16
O -36.03 -10.08 3.40 0.15
C -34.89 -10.13 3.74 -0.38
O -33.87 -9.53 3.13 0.23
B -32.67 -9.67 3.97 -0.89
O -33.02 -10.66 4.99 0.22
C -34.31 -10.94 4.92 -0.39
O -34.93 -11.71 5.59 0.15
O -31.51 -10.15 3.16 0.21
C -30.49 -9.32 3.29 -0.39
O -29.42 -9.38 2.75 0.15
C -30.91 -8.24 4.31 -0.39
O -32.20 -8.42 4.58 0.24
O -30.19 -7.44 4.83 0.15
O -30.46 -7.60 10.70 -0.05
H -29.89 -8.20 11.19 0.04
H -30.61 -8.04 9.86 0.02
O -30.22 -15.04 12.48 -0.07
H -29.98 -14.15 12.17 -0.01
H -29.69 -15.63 11.93 0.02
O -34.13 -10.18 7.91 -0.04
H -33.17 -10.15 7.84 0.01
H -34.35 -11.12 7.81 0.03
O -28.15 -14.61 6.74 -0.04
H -28.94 -14.17 7.08 0.02
H -27.47 -14.43 7.39 0.04
O -27.93 -8.25 8.39 -0.05
H -28.13 -7.35 8.64 0.03
H -28.65 -8.52 7.81 0.02
O -27.71 -12.34 2.54 -0.07
H -28.10 -11.60 3.01 -0.01
H -28.40 -13.01 2.54 0.02
O -32.80 -13.03 2.49 -0.04
H -32.26 -12.98 1.69 0.05
H -32.42 -12.35 3.06 0.02
O -33.77 -8.31 11.33 -0.08
H -34.35 -8.50 10.58 0.02
H -33.02 -8.90 11.18 -0.01
O -32.31 -14.76 4.70 -0.08
H -32.88 -14.49 3.98 0.00
H -31.81 -13.95 4.88 -0.02
O -25.06 -11.71 5.52 -0.06
H -25.79 -12.03 6.05 0.02
H -25.43 -10.93 5.09 0.01
O -26.39 -8.65 4.05 -0.06
H -26.15 -8.70 4.98 0.02
H -27.27 -9.05 4.03 0.00
```



No. 3
Formula: C7H12NO2
Source: the OMol25 dataset
Level of theory: the ωB97M-V functional and the def2-TZVPD basis

Output
Energy above the lowest of the compared OMol25 structures with the same formula, charge and spin   212.2 kJ/mol
Total charge   +1
LUMO level (spin up / spin down)   -0.1331 / -0.3398 hartree
Energy   -13025.96457 eV
2S+1   3
Frontier orbital gap (spin up / spin down)   7.1 / 5.8 eV

The geometry in XYZ format:
```
22
Properties=species:S:1:pos:R:3:mulliken_spin:R:1
C 1.15 1.32 0.24 0.67
C 2.99 -0.05 -0.46 -0.02
C -0.35 1.43 0.37 -0.02
C -0.95 0.51 -0.73 0.06
C -1.32 -0.95 -0.23 0.00
C -0.09 -1.73 -0.08 0.06
C 0.96 -1.12 0.82 0.00
N 1.72 0.12 0.37 0.55
O 3.51 -1.10 -0.55 0.40
O 1.96 2.34 -0.03 0.17
H 3.47 0.89 -0.91 0.04
H -0.93 0.93 1.27 0.04
H -0.67 2.51 0.43 0.00
H -1.98 0.96 -1.01 0.01
H -0.39 0.42 -1.62 0.00
H -1.83 -1.07 0.73 0.00
H -1.98 -1.29 -1.02 0.01
H -0.36 -2.74 0.31 0.00
H 0.20 -1.93 -1.15 0.00
H 0.50 -0.67 1.77 0.02
H 1.72 -1.88 0.93 0.02
H 1.58 3.26 -0.06 0.00
```



No. 4
Formula: C2H9N2S2
Source: the OMol25 dataset
Level of theory: the ωB97M-V functional and the def2-TZVPD basis

Output
Energy above the lowest of the compared OMol25 structures with the same formula, charge and spin   9.7 kJ/mol
Total charge   +1
LUMO level   -0.1311 hartree
Energy   -26864.64868 eV
Frontier orbital gap   8.8 eV

The geometry in XYZ format:
```
15
Properties=species:S:1:pos:R:3:lowdin_charge:R:1
C 1.54 0.24 -2.28 -0.49
S 0.87 -1.20 -3.14 0.43
S -0.37 -2.02 -1.65 0.36
H 0.74 0.84 -1.86 0.00
H 2.09 0.86 -2.98 0.04
H 2.19 -0.09 -1.46 0.03
H 0.59 -2.71 -1.01 -0.17
N -1.05 0.96 2.88 0.19
C -0.85 0.11 1.90 -0.18
N -0.87 0.40 0.63 0.18
H -1.28 1.93 2.71 0.14
H -1.09 0.64 3.83 0.14
H -0.60 -0.91 2.18 0.17
H -0.72 -0.34 -0.09 0.00
H -1.18 1.30 0.31 0.14
```



No. 5
Formula: C4H4LuO2
Source: the OMol25 dataset
Level of theory: the ωB97M-V functional and the def2-TZVPD basis

Output
Energy above the lowest of the compared OMol25 structures with the same formula, charge and spin   31.0 kJ/mol
Total charge   +1
LUMO level (spin up / spin down)   -0.2377 / -0.2377 hartree
Energy   -41917.73088 eV
Frontier orbital gap (spin up / spin down)   5.2 / 5.2 eV

The geometry in XYZ format:
```
11
Properties=species:S:1:pos:R:3:lowdin_charge:R:1
O 2.21 -0.09 -0.12 -0.33
C 1.05 -0.61 0.30 -0.34
H 1.08 -1.06 1.31 0.15
C -0.07 -0.74 -0.57 -0.10
C -1.35 -0.39 0.14 -0.08
C -0.42 0.76 0.46 -0.36
O -0.44 1.86 -0.25 -0.32
Lu 1.71 1.94 -0.11 1.98
H 0.05 -0.48 -1.63 0.14
H -1.62 -1.01 1.01 0.12
H -2.19 -0.18 -0.54 0.13
```